No. 1
Here is an isolated molecule of C17H24FN3O3S in a non-equilibrium geometry from OMol25. Energies are from ωB97M-V with the def2-TZVPD basis set.

Each line ends with the natural charge from an NBO analysis.
Cartesian coordinates (Å):
O (3.08748, 2.13042, 1.32541)  -0.62
C (2.72136, 1.61652, 0.29206)  0.67
C (1.58664, 2.18191, -0.56083)  -0.30
N (0.30013, 1.93056, 0.06414)  -0.42
C (-0.77886, 2.54962, -0.68635)  -0.24
C (-2.09769, 2.37145, 0.05989)  -0.23
N (-2.37055, 0.96963, 0.29768)  -0.68
S (-3.00528, 0.11416, -0.99065)  2.33
O (-2.17485, -1.00839, -1.33210)  -0.95
O (-3.39657, 1.00859, -2.03706)  -0.93
C (-4.49034, -0.55337, -0.22811)  -0.41
C (-4.71176, -1.91699, -0.19178)  -0.16
C (-5.86615, -2.41829, 0.38761)  -0.23
C (-6.80090, -1.55010, 0.92942)  -0.17
C (-6.58876, -0.18153, 0.90015)  -0.28
C (-5.42899, 0.30149, 0.31864)  0.43
F (-5.21251, 1.62619, 0.29513)  -0.31
C (-1.28015, 0.31654, 0.98676)  -0.23
C (0.04342, 0.51261, 0.24846)  -0.25
N (3.28126, 0.49464, -0.21224)  -0.61
C (4.35006, -0.22418, 0.44614)  -0.07
C (5.61323, -0.28942, -0.43983)  -0.41
C (6.00777, -1.76624, -0.49607)  -0.40
C (4.67690, -2.49879, -0.35659)  -0.40
C (3.95864, -1.68947, 0.72065)  -0.41
H (1.72131, 3.26530, -0.61134)  0.23
H (1.63438, 1.76940, -1.58650)  0.16
H (-0.56084, 3.61409, -0.79564)  0.21
H (-0.88506, 2.10235, -1.69194)  0.18
H (-2.92335, 2.77189, -0.52623)  0.24
H (-2.05406, 2.87118, 1.03070)  0.21
H (-3.96450, -2.56181, -0.62657)  0.25
H (-6.03740, -3.48308, 0.41410)  0.22
H (-7.70237, -1.93793, 1.37856)  0.22
H (-7.30346, 0.51028, 1.31690)  0.24
H (-1.51605, -0.74556, 1.05545)  0.22
H (-1.21309, 0.74621, 1.98981)  0.21
H (0.85045, 0.08757, 0.84896)  0.21
H (-0.01487, -0.02305, -0.71609)  0.18
H (2.92586, 0.09705, -1.06763)  0.39
H (4.53300, 0.32265, 1.37388)  0.24
H (5.36603, 0.07108, -1.43985)  0.20
H (6.41305, 0.33614, -0.04939)  0.22
H (6.65185, -2.01434, 0.34845)  0.20
H (6.53452, -2.01831, -1.41503)  0.21
H (4.12518, -2.45499, -1.29728)  0.19
H (4.79919, -3.54458, -0.07994)  0.21
H (4.31914, -1.98572, 1.70561)  0.21
H (2.87757, -1.82340, 0.70047)  0.21

Atomic forces in eV per Å
-0.03 0.26 0.36
-0.15 0.05 -0.45
-0.10 0.10 0.16
0.07 0.04 0.04
-0.14 0.09 0.15
0.02 0.56 -0.48
-0.44 -0.42 -0.83
-0.59 -0.37 0.37
-0.04 0.01 0.30
-0.04 0.30 0.24
0.54 0.36 -0.30
0.04 -0.08 -0.04
0.01 -0.03 -0.02
0.08 -0.01 -0.04
0.21 0.16 -0.10
-0.31 0.03 0.17
-0.07 -0.09 0.01
0.52 -0.51 0.11
-0.11 -0.08 0.22
0.11 -0.24 -0.22
0.02 0.12 0.22
0.12 -0.08 0.08
-0.04 0.01 -0.13
0.11 -0.05 0.18
0.00 -0.04 -0.06
0.08 -0.10 -0.07
-0.02 0.03 0.05
-0.01 -0.02 -0.06
0.05 0.09 0.02
0.09 0.18 0.11
-0.03 -0.04 -0.04
0.05 -0.12 -0.03
0.00 -0.09 -0.01
-0.08 -0.03 0.04
-0.04 0.10 0.03
0.15 0.02 0.20
-0.04 -0.05 -0.05
-0.07 -0.07 -0.05
0.12 0.02 0.08
-0.09 0.17 0.02
-0.02 -0.10 -0.15
0.01 0.04 -0.01
0.02 0.10 -0.05
0.06 -0.06 0.03
0.10 -0.03 0.02
-0.04 -0.03 -0.09
-0.06 -0.07 -0.08
0.00 -0.04 0.05
-0.03 0.02 0.11

The orbital gap is 9.515 eV. The value obtained for the energy above the lowest of the compared OMol25 structures with the same formula, charge and spin is 0.646 eV. As for the SMILES: O=C(CN1CCN(S(=O)(=O)c2ccccc2F)CC1)NC1CCCC1. The largest force on an atom is 1.0 eV/Å.



No. 2
Here is a cluster of 7 separate species, C17H24FNO27S7 in total in a non-equilibrium geometry from OMol25. Energies are from ωB97M-V with the def2-TZVPD basis set.

Each line ends with the Mulliken charge.
Cartesian coordinates (Å):
O (-3.72637, -4.96010, 3.06559)  -0.51
C (-2.89246, -4.37524, 2.45883)  0.49
O (-1.59314, -4.84084, 2.36846)  -0.35
C (-0.88937, -3.91502, 1.62436)  0.38
O (0.25550, -3.95011, 1.34431)  -0.49
C (-1.82353, -2.80497, 1.25419)  0.32
N (-1.43304, -1.64512, 0.52450)  -0.36
C (-1.20867, -0.75707, 1.35907)  0.47
S (-1.06067, 0.33137, 2.43139)  -0.29
C (-3.03381, -3.07124, 1.74662)  0.61
F (-4.15052, -2.38692, 1.69839)  -0.31
O (0.09524, 0.23949, -1.87327)  -0.35
S (-0.27644, -0.41310, -3.07849)  1.00
O (-1.26869, 0.11316, -3.95076)  -0.58
O (-0.63288, -1.93157, -2.73874)  -0.33
C (0.20601, -2.81677, -3.49719)  -0.34
C (1.48236, -2.04154, -3.71410)  -0.35
O (1.04580, -0.68937, -3.93443)  -0.18
H (-0.29211, -3.03455, -4.44384)  0.28
H (0.36937, -3.74315, -2.95309)  0.34
H (2.04754, -2.40464, -4.56234)  0.34
H (2.11342, -2.05213, -2.82215)  0.26
O (-3.17130, -0.38308, 4.61417)  -0.34
S (-4.12042, -0.56380, 5.65822)  0.96
O (-5.06584, 0.43663, 5.99651)  -0.61
O (-3.30968, -1.00011, 6.95915)  -0.18
C (-3.79251, -2.26143, 7.43441)  -0.29
C (-4.29807, -2.97431, 6.19677)  -0.32
O (-4.90744, -1.94111, 5.41108)  -0.33
H (-4.59892, -2.07300, 8.14665)  0.23
H (-2.99294, -2.80761, 7.92920)  0.31
H (-5.01864, -3.75508, 6.42300)  0.36
H (-3.47336, -3.39875, 5.62062)  0.17
O (2.29891, 2.78184, 3.50758)  -0.52
S (2.40346, 3.29805, 2.18515)  0.96
O (2.12572, 4.65510, 1.89062)  -0.57
O (1.55351, 2.35794, 1.21559)  -0.16
C (2.39565, 1.82813, 0.17601)  0.13
C (3.77017, 1.76027, 0.80078)  -0.41
O (3.85434, 2.94232, 1.61163)  -0.35
H (2.37291, 2.51726, -0.66785)  0.00
H (2.03322, 0.85491, -0.14507)  0.26
H (4.56544, 1.74779, 0.06101)  0.34
H (3.86889, 0.89170, 1.45625)  0.31
O (-1.45629, -0.12492, 7.67075)  -0.55
S (-0.31055, -0.39112, 6.88079)  1.31
O (-0.14298, -1.63797, 6.22028)  -0.61
O (1.00709, -0.07580, 7.74584)  -0.34
C (1.81225, 0.90308, 7.07296)  -0.38
C (0.82806, 1.73178, 6.27840)  -0.10
O (-0.13622, 0.77936, 5.80523)  -0.19
H (2.51169, 0.38004, 6.41769)  0.30
H (2.36740, 1.49596, 7.79491)  0.32
H (1.29337, 2.24874, 5.44495)  0.12
H (0.31002, 2.45475, 6.91272)  0.27
O (2.91528, 3.07428, -2.75893)  -0.48
S (2.58447, 4.01294, -3.77183)  0.99
O (3.50226, 4.99848, -4.20841)  -0.57
O (1.20270, 4.71790, -3.36776)  -0.32
C (0.22755, 4.52381, -4.39978)  -0.44
C (0.61243, 3.21032, -5.04300)  0.13
O (2.04547, 3.21907, -5.05742)  -0.26
H (0.30581, 5.35320, -5.10599)  0.32
H (-0.77365, 4.50263, -3.97793)  0.34
H (0.22122, 3.11170, -6.05195)  0.28
H (0.28337, 2.36228, -4.44121)  -0.09
O (1.52687, -2.21385, -6.66042)  -0.45
S (1.67380, -1.63322, -7.94918)  1.00
O (2.57553, -2.15538, -8.90622)  -0.56
O (1.95231, -0.06874, -7.75915)  -0.27
C (0.95461, 0.69575, -8.44544)  -0.13
C (-0.27882, -0.18177, -8.42852)  -0.27
O (0.22710, -1.50963, -8.62272)  -0.33
H (1.30291, 0.87793, -9.46392)  0.31
H (0.79590, 1.64603, -7.94338)  0.08
H (-0.98684, 0.07407, -9.21167)  0.33
H (-0.78081, -0.14590, -7.45847)  0.24

Atomic forces in eV per Å
-0.09 -0.18 0.12
-1.07 -0.07 0.51
0.19 0.34 -0.42
-0.59 1.01 -0.30
0.57 -0.67 0.15
-0.78 0.73 -0.76
0.37 -0.47 1.27
-0.31 0.23 -0.62
0.31 0.22 -0.02
1.21 -0.77 0.01
0.26 -0.28 0.07
-0.31 0.28 -0.01
0.43 -0.77 -0.01
0.09 0.38 0.09
0.17 0.27 0.12
-0.06 -0.19 -0.50
0.42 -0.22 0.55
-0.43 -0.04 -0.18
0.05 0.01 -0.01
-0.13 0.12 0.22
-0.07 0.26 -0.14
-0.06 -0.01 0.03
-0.09 0.24 -0.08
0.07 -0.45 0.37
0.00 0.11 -0.28
-1.81 -0.93 -0.96
-0.39 -0.09 0.27
0.46 -0.24 -0.12
-0.10 0.23 0.25
0.00 -0.05 -0.01
0.17 0.21 -0.08
-0.18 0.15 -0.12
0.01 -0.05 0.05
-0.16 0.17 0.11
0.17 -0.35 -0.57
0.02 0.11 0.30
0.21 -0.05 0.44
0.12 0.17 -0.56
-0.06 -0.51 0.19
-0.24 0.21 -0.13
0.01 -0.08 0.06
-0.21 0.04 0.18
0.05 0.28 0.06
0.01 -0.01 -0.03
1.75 0.50 0.73
0.31 0.50 -0.05
-0.22 -0.07 0.03
-0.28 0.13 -0.06
0.31 -0.06 -0.35
-0.04 0.45 0.33
0.23 -0.37 -0.01
0.00 0.04 -0.01
-0.13 -0.12 0.18
-0.14 -0.18 -0.18
0.02 -0.02 0.03
0.18 0.11 0.05
-0.40 0.08 -0.23
0.18 -0.14 0.06
0.12 -0.40 0.01
-0.07 0.29 -0.40
-0.29 -0.39 0.36
0.04 0.41 0.00
-0.01 -0.01 0.00
0.12 -0.01 0.24
0.23 0.04 -0.08
-0.10 -0.01 -0.02
0.17 -0.14 -0.10
-0.23 0.36 -0.19
0.00 -0.23 0.10
-0.24 -0.20 0.21
-0.02 0.11 -0.49
-0.24 0.19 0.48
0.32 0.12 -0.18
-0.03 0.01 0.00
0.17 -0.08 0.17
0.07 -0.24 -0.13
0.00 0.04 -0.01

The orbital gap is 9.018 eV. As for the SMILES: O=C1OC(=O)C(N=C=S)=C1F.O=S1(=O)OCCO1.O=S1(=O)OCCO1.O=S1(=O)OCCO1.O=S1(=O)OCCO1.O=S1(=O)OCCO1.O=S1(=O)OCCO1. The largest force on an atom is 2.3 eV/Å.



No. 3
Here is a structure of composition C17H24MnN3S2Si2 from OMol25. Energies are from ωB97M-V with the def2-TZVPD basis set.

Each line ends with the natural charge from an NBO analysis.
Cartesian coordinates (Å):
Mn (-0.42132, 1.33197, -0.33043)  1.19
C (-0.85759, -1.28665, 2.67342)  -1.10
Si (0.15772, 0.07980, 1.80337)  0.67
C (0.66704, 1.20137, 3.27116)  -1.09
C (1.80571, -0.79237, 1.34650)  -0.44
C (2.37485, -1.67968, 2.27202)  -0.16
C (3.56156, -2.34902, 2.02307)  -0.26
C (4.21989, -2.13851, 0.81856)  -0.22
C (3.67689, -1.26255, -0.10633)  -0.22
C (2.47711, -0.57400, 0.12247)  -0.39
Si (1.80138, 0.61759, -1.22431)  0.70
C (3.26158, 1.79592, -1.55843)  -1.08
C (1.73967, -0.45349, -2.79574)  -1.09
H (-0.37391, -1.62558, 3.59616)  0.20
H (-0.97988, -2.16196, 2.03065)  0.22
H (-1.85688, -0.93070, 2.93627)  0.22
H (1.20756, 0.61823, 4.02498)  0.21
H (-0.20150, 1.65418, 3.75757)  0.20
H (1.33038, 2.01012, 2.95042)  0.21
H (1.87266, -1.85694, 3.21845)  0.18
H (3.97054, -3.03149, 2.76029)  0.19
H (5.14845, -2.65649, 0.60452)  0.19
H (4.20368, -1.10964, -1.04439)  0.19
H (4.15791, 1.24247, -1.85946)  0.20
H (3.51631, 2.38062, -0.67104)  0.21
H (3.01402, 2.49672, -2.35918)  0.22
H (2.71111, -0.91189, -3.01184)  0.20
H (1.45116, 0.15594, -3.65601)  0.22
H (1.00377, -1.25533, -2.70144)  0.22
S (-1.65250, 3.19076, -2.70580)  -0.34
C (-2.44047, 1.72109, -2.44318)  -0.08
N (-2.13101, 0.81999, -1.52271)  -0.72
C (-2.94206, -0.29918, -1.56838)  0.21
C (-2.84401, -1.39599, -0.71625)  -0.25
C (-3.72157, -2.45149, -0.88505)  -0.21
C (-4.69001, -2.42948, -1.89139)  -0.24
C (-4.79181, -1.34375, -2.74569)  -0.22
C (-3.91457, -0.28025, -2.57697)  -0.26
S (-3.77471, 1.20430, -3.46723)  0.36
H (-2.09491, -1.40366, 0.06518)  0.23
H (-3.65270, -3.30785, -0.22604)  0.21
H (-5.36576, -3.26719, -2.00673)  0.20
H (-5.53772, -1.32679, -3.52981)  0.21
N (-1.46672, 3.48666, 1.67056)  -0.65
N (-0.56235, 3.37933, 0.56200)  -0.74
H (-1.04835, 4.05881, 2.39524)  0.33
H (-1.54893, 2.54714, 2.04904)  0.36
H (0.39610, 3.58150, 0.83048)  0.36
H (-0.85582, 4.00741, -0.17857)  0.40

Atomic forces in eV per Å
-0.31 0.05 -0.17
0.05 -0.05 0.12
-0.08 -0.06 -0.06
0.10 -0.05 0.11
0.11 -0.05 0.04
-0.02 0.02 -0.03
0.01 -0.01 0.01
0.02 -0.02 0.01
-0.03 0.05 -0.05
0.05 -0.10 0.11
0.05 -0.01 0.02
0.11 -0.02 -0.02
0.09 -0.05 -0.07
-0.02 -0.03 0.01
0.00 -0.01 -0.03
-0.02 0.03 0.00
0.00 0.04 0.03
-0.02 -0.01 0.05
0.01 0.01 -0.03
-0.01 0.00 0.02
0.00 0.00 0.00
0.01 0.00 -0.01
0.00 0.01 -0.01
0.02 0.02 0.00
-0.01 0.01 0.02
-0.01 0.01 -0.02
0.00 -0.01 -0.03
0.00 0.01 -0.01
-0.02 -0.01 0.02
-0.06 -0.03 0.06
0.19 0.00 -0.07
-0.07 0.23 0.03
0.08 0.01 0.02
-0.06 -0.04 0.01
-0.03 -0.02 -0.02
0.03 -0.02 0.04
0.02 0.04 0.00
-0.01 -0.09 0.02
-0.11 0.03 -0.06
0.02 0.03 0.00
-0.01 -0.01 0.00
0.00 -0.01 0.00
-0.01 0.01 -0.01
0.04 -0.03 0.00
0.02 0.01 0.01
-0.04 0.04 0.01
-0.01 0.00 0.01
-0.02 0.04 -0.06
-0.02 0.01 -0.02

The orbital gap (alpha / beta) is 5.786 / 6.712 eV. The total charge is -1. As for the spin multiplicity: 6. The largest force on an atom is 0.4 eV/Å.



No. 4
Here is an isolated molecule of C17H24N2O4 from OMol25. Energies are from ωB97M-V with the def2-TZVPD basis set.

Each line ends with the natural charge from an NBO analysis.
Cartesian coordinates (Å):
C (-7.50462, -0.62480, 0.14141)  -0.60
C (-6.13250, 0.03639, 0.08641)  -0.40
C (-5.20058, -0.51958, 1.16134)  -0.39
C (-3.86441, 0.21652, 1.25172)  -0.38
C (-3.01296, 0.17810, -0.02587)  -0.33
C (-2.66913, -1.25743, -0.44979)  -0.38
C (-1.65809, -1.32600, -1.60749)  -0.50
C (-0.25394, -1.19971, -1.05899)  0.68
O (0.27347, -2.03003, -0.35181)  -0.62
N (0.42776, -0.08406, -1.45466)  -0.46
N (1.58888, 0.24765, -0.74997)  -0.45
C (1.77345, 1.47669, -0.23200)  0.70
O (1.07317, 2.43248, -0.53738)  -0.68
C (2.95109, 1.60052, 0.71550)  -0.54
C (3.95913, 0.49684, 0.58787)  0.06
C (5.04717, 0.63075, -0.26515)  -0.24
C (5.96174, -0.39837, -0.40378)  -0.19
C (5.79648, -1.57574, 0.30578)  -0.22
C (4.71434, -1.71932, 1.15753)  -0.19
C (3.80100, -0.68938, 1.29825)  -0.26
C (-1.73287, 0.94813, 0.24434)  0.81
O (-0.95566, 0.70689, 1.13227)  -0.62
O (-1.54579, 1.91927, -0.64502)  -0.72
H (-7.97480, -0.45028, 1.10664)  0.20
H (-7.41636, -1.69926, -0.00523)  0.20
H (-8.15435, -0.22513, -0.63366)  0.21
H (-6.24317, 1.11376, 0.22798)  0.20
H (-5.70024, -0.12720, -0.90232)  0.19
H (-5.69508, -0.42893, 2.13146)  0.21
H (-5.03195, -1.58284, 0.98414)  0.20
H (-4.05636, 1.26360, 1.50010)  0.20
H (-3.27148, -0.21143, 2.06284)  0.22
H (-3.53130, 0.68768, -0.84248)  0.22
H (-3.58841, -1.75494, -0.75848)  0.21
H (-2.25328, -1.79659, 0.40353)  0.23
H (-1.86569, -0.55549, -2.35036)  0.21
H (-1.73530, -2.30653, -2.08074)  0.24
H (-0.03227, 0.71422, -1.87479)  0.42
H (2.01438, -0.57222, -0.32598)  0.44
H (3.40714, 2.57750, 0.54426)  0.24
H (2.51680, 1.60833, 1.71980)  0.25
H (5.17905, 1.54813, -0.82054)  0.21
H (6.80582, -0.28063, -1.06714)  0.21
H (6.51047, -2.37830, 0.19711)  0.22
H (4.57998, -2.63458, 1.71410)  0.22
H (2.96078, -0.80419, 1.96878)  0.22
H (-0.65710, 2.35283, -0.52417)  0.53

Atomic forces in eV per Å
0.16 0.16 -0.12
-0.07 -0.28 0.23
0.10 0.34 -0.18
-0.04 -0.15 -0.07
0.04 -0.07 0.25
-0.01 0.23 -0.09
-0.05 -0.18 0.26
0.13 0.11 -0.40
0.02 -0.20 0.25
0.37 0.68 -0.04
-0.28 -0.72 -0.06
0.10 -0.22 -0.11
-0.13 0.37 -0.06
-0.11 0.05 -0.02
0.12 -0.04 0.16
-0.02 -0.01 0.04
0.05 0.03 -0.06
0.03 -0.07 0.01
0.02 -0.11 -0.01
0.05 0.13 0.02
-0.20 0.07 -0.02
0.05 -0.16 0.25
0.01 0.66 -0.40
-0.09 -0.01 0.10
-0.05 -0.13 -0.01
-0.13 -0.02 -0.04
0.07 0.07 -0.07
0.05 0.09 -0.07
-0.02 -0.09 0.03
-0.04 -0.10 0.05
0.01 0.03 0.08
0.05 0.08 0.01
0.04 -0.05 0.03
-0.01 -0.04 0.05
-0.07 -0.06 0.01
-0.01 0.00 -0.08
0.10 0.08 -0.04
0.04 -0.22 0.13
-0.02 0.19 -0.16
-0.11 -0.05 0.00
0.01 0.07 -0.04
0.01 0.11 -0.06
0.07 0.01 -0.05
0.06 -0.07 -0.01
-0.01 -0.08 0.05
-0.11 0.00 0.08
-0.18 -0.39 0.16

The orbital gap is 9.992 eV. The value obtained for the energy above the lowest of the compared OMol25 structures with the same formula, charge and spin is 0.342 eV. As for the SMILES: CCCC[C@H](CCC(=O)NNC(=O)Cc1ccccc1)C(=O)O. The largest force on an atom is 0.8 eV/Å.